Density functional theory data (ωB97M-V with the def2-TZVPD basis set) for a structure of composition C18H23N5 at a distorted geometry.

```
46
Properties=species:S:1:pos:R:3:forces:R:3
C 0.017604 0.861008 -1.077567 0.2 -0.9 0.9
C 0.076984 -0.437732 -0.388547 0.7 -1.4 -2.8
N 0.073494 -1.467702 0.152513 4.6 4.2 -10.3
H 0.043614 1.574028 -0.253537 2.4 -0.2 -1.9
H -1.026686 0.988268 -1.362807 0.5 0.1 -1.0
H 0.769234 1.065198 -1.840107 -0.9 -2.0 3.0
N 0.612004 -0.427422 1.793993 1.9 6.9 5.7
C -0.122936 0.477908 2.563013 3.1 0.2 -0.5
C 0.746554 1.581638 2.750213 -1.4 -0.5 0.8
C 1.992674 1.282128 2.190943 0.6 0.9 -0.7
C 1.903434 0.084048 1.565153 -1.8 -2.3 0.5
H 0.263114 -1.333162 1.514673 0.5 2.6 0.5
H -1.169886 0.343758 2.791703 0.3 -0.2 0.3
H 0.506844 2.493898 3.276263 -0.1 0.0 0.0
H 2.845874 1.933108 2.069863 0.0 0.1 0.4
H 2.597404 -0.614922 1.122163 0.2 0.4 -0.2
N 3.333344 2.691658 -4.640397 -1.0 -0.1 0.6
C 2.391484 2.875138 -3.611427 2.2 2.4 -0.4
C 1.701774 1.753728 -3.410967 0.0 -1.3 -1.5
C 2.185374 0.823348 -4.387457 -0.5 -0.3 -0.2
C 3.156314 1.437958 -5.136097 0.4 -0.9 0.7
H 4.092314 3.280028 -4.953257 -0.5 0.2 0.4
H 2.382324 3.827298 -3.101817 -0.1 -0.1 0.0
H 0.929074 1.529398 -2.690537 0.9 1.9 -3.2
H 1.772904 -0.162212 -4.545427 0.3 0.0 0.0
H 3.908674 0.989108 -5.767677 -0.3 0.1 -0.4
N -2.604426 1.888078 1.404623 -3.0 -0.2 1.7
C -3.750246 1.067588 1.492923 1.1 -0.2 -0.8
C -3.443526 -0.064982 0.725923 -2.5 1.5 2.0
C -2.173936 0.102278 0.236223 -0.8 -0.9 -1.3
C -1.657436 1.259978 0.732133 -0.2 1.7 -0.9
H -2.580006 2.820608 1.791773 0.4 -0.3 0.0
H -4.650226 1.386188 1.997833 0.2 0.0 0.0
H -4.143796 -0.870782 0.562463 0.2 0.0 -0.1
H -1.871076 -0.572192 -0.551037 0.0 0.5 0.3
H -0.735836 1.784018 0.526143 -2.1 0.1 1.8
N -1.778926 -3.828702 1.018013 0.2 0.0 0.7
C -1.196886 -4.715612 1.866543 2.2 0.5 1.1
C -0.082376 -4.033252 2.474903 -2.7 -2.6 -0.8
C -0.021936 -2.785152 1.880713 -0.1 -3.4 3.6
C -1.083636 -2.623072 1.052043 -4.2 -3.5 0.2
H -2.480236 -4.096582 0.342353 0.1 0.4 0.2
H -1.426916 -5.770652 1.885873 -0.2 0.2 0.0
H 0.515524 -4.492402 3.248263 0.2 0.3 -0.2
H 0.700204 -2.066632 2.239383 0.1 -2.6 0.7
H -1.517206 -1.838202 0.450053 -1.1 -1.1 1.0
```
Positions in Å, forces in eV/Å.

Summary:
* DFT total energy: -26475.419 eV
* E_HOMO: -6.992 eV
* multiplicity: 1

Atomic partial charges in e from the Mulliken method, atoms 1 to 6: -1.3734, 0.9509, -0.6396, -0.0317, 0.8868, -0.5006

=====

Density functional theory data (ωB97M-V with the def2-TZVPD basis set) for the ion C18H23N5O8P with charge -1 at a distorted geometry.

```
55
Properties=species:S:1:pos:R:3:forces:R:3
C 7.579998 1.141832 1.250968 -0.1 0.0 -0.2
H 8.501209 0.563305 1.275931 0.1 -0.1 0.1
C 6.792302 0.836540 -0.016800 0.0 -0.1 0.1
C 6.397418 -0.642819 -0.109833 0.2 0.0 -0.1
C 5.487359 -1.029658 1.025289 0.3 -0.1 -0.3
O 5.856984 -1.647654 2.000815 0.1 -0.1 0.2
N 4.174565 -0.628643 0.951789 -0.6 0.0 0.5
C 3.435079 -0.030956 -0.041604 -0.5 0.3 -0.5
N 3.964839 0.317627 -1.210963 0.2 -0.3 0.4
C 3.190253 0.894991 -2.120362 -0.1 0.2 -0.3
N 1.912536 1.200492 -2.035780 -0.5 0.2 -0.2
C 1.374674 0.848320 -0.871940 1.1 -0.4 0.4
N 0.098954 1.001416 -0.422704 0.2 0.1 -0.1
C 0.079618 0.476431 0.843474 0.0 -0.1 0.3
N 1.229259 0.014244 1.235142 0.3 -0.3 0.6
C 2.078258 0.225804 0.180738 -0.3 0.4 -0.8
H -0.817482 0.451256 1.434849 -0.2 0.0 0.0
C -0.978725 1.539275 -1.213566 -0.1 -0.2 -0.6
O -1.525385 2.696019 -0.643489 0.1 0.0 0.0
C -2.870735 2.494344 -0.214856 -0.4 0.1 0.3
C -2.987911 2.208577 1.288013 -0.1 1.2 -0.2
O -2.877956 0.850947 1.563334 -0.6 -1.1 -0.1
P -4.305528 0.060447 1.164595 0.0 0.5 -0.4
O -4.077226 -1.391551 1.238616 0.1 -0.2 0.0
O -5.429872 0.743066 1.836872 0.0 0.1 0.0
O -4.393419 0.569193 -0.467754 -0.5 -0.7 1.1
C -3.413433 1.316029 -1.056252 0.7 0.4 -0.4
H -3.831283 1.713261 -1.997009 0.2 -0.1 0.2
C -2.127243 0.517515 -1.418310 0.0 0.3 -0.6
O -2.036068 -0.587467 -0.564816 -0.2 0.2 0.1
C -1.267491 -1.620221 -0.912339 0.3 -0.3 -0.1
O -0.577362 -1.629279 -1.904560 0.0 0.0 0.0
C -1.409670 -2.727090 0.095042 0.0 -0.2 0.0
H -0.425692 -2.952903 0.511306 0.0 0.1 0.0
C -2.006210 -3.969934 -0.573645 0.0 0.1 0.0
C -3.398108 -3.666685 -1.115692 0.1 -0.1 0.1
H -3.913501 -4.582784 -1.399514 -0.1 0.0 -0.1
H -3.979778 -3.144430 -0.359145 -0.1 0.0 0.0
H -3.333196 -3.024311 -1.991836 -0.1 0.1 -0.1
H -1.347495 -4.304991 -1.379981 0.0 -0.1 0.1
H -2.067064 -4.765294 0.172083 0.1 0.0 0.0
H -2.086942 -2.372652 0.873840 0.1 -0.1 0.0
H -2.136500 0.165646 -2.457517 0.0 0.1 0.2
H -2.188200 2.740520 1.819221 -0.1 0.0 -0.1
H -3.965327 2.567579 1.635870 0.2 0.1 0.0
H -3.396036 3.426954 -0.445797 0.0 -0.1 0.1
H -0.512620 1.816129 -2.170766 -0.1 -0.1 0.3
H 3.682429 1.152991 -3.048594 0.0 0.0 -0.1
H 3.612660 -0.875579 1.762085 0.2 0.0 0.0
H 7.291665 -1.265326 -0.044832 -0.1 0.0 0.1
H 5.884892 -0.812318 -1.055433 0.1 -0.1 0.1
H 5.889837 1.447380 -0.053951 0.1 0.0 -0.1
H 7.396495 1.086900 -0.891411 -0.1 0.0 0.0
H 6.999780 0.888131 2.134611 0.0 0.0 0.2
H 7.834838 2.198783 1.296315 0.0 0.1 0.1
```
Positions in Å, forces in eV/Å.

Summary:
* net charge: -1
* DFT total energy: -52165.844 eV
* E_HOMO: -6.086 eV
* multiplicity: 1
* SMILES string: CCCC(=O)Nc1ncnc2c1ncn2[C@@H]1O[C@@H]2CO[P@@](=O)([O-])O[C@@H]2[C@@H]1OC(=O)CCC

Atomic partial charges in e from the Mulliken method, atoms 1 to 6: -1.2137, 0.3011, -0.2475, -0.6675, 0.3458, -0.6378

=====

Density functional theory data (ωB97M-V with the def2-TZVPD basis set) for a structure of composition C18H23N6O6PPd.

```
55
Properties=species:S:1:pos:R:3:forces:R:3
Pd -0.891415 -0.088621 0.228265 -0.1 0.0 0.0
C -0.245790 -4.319463 0.350804 0.0 0.0 0.0
C -0.927167 -4.740486 -0.776654 0.0 0.0 0.0
C -1.591686 -3.801106 -1.549874 0.0 0.0 0.0
C -1.568145 -2.471409 -1.174210 0.0 0.0 0.0
N -0.908086 -2.072486 -0.063800 -0.1 0.0 0.0
C -0.256149 -2.975452 0.672556 0.0 0.0 0.0
C -2.225011 -1.389296 -1.933123 0.0 0.0 0.0
C -3.010697 -1.586915 -3.053739 0.0 0.0 0.0
C -3.581529 -0.490918 -3.682012 0.0 0.0 0.0
C -3.352360 0.775331 -3.172038 0.0 0.0 0.0
C -2.558633 0.904710 -2.048246 0.0 0.0 0.0
N -2.009131 -0.150630 -1.447855 0.0 0.0 0.0
H 0.296491 -5.012204 0.977812 0.0 0.0 0.0
H -0.936980 -5.784454 -1.058554 0.0 0.0 0.0
H -2.114722 -4.104604 -2.443977 0.0 0.0 0.0
H 0.277659 -2.602976 1.532737 0.0 0.0 0.0
H -3.185263 -2.582672 -3.432175 0.0 0.0 0.0
H -4.201268 -0.628573 -4.557562 0.0 0.0 0.0
H -3.782442 1.654187 -3.630017 0.0 0.0 0.0
H -2.344842 1.862181 -1.595955 0.0 0.0 0.0
C -1.641961 -0.907384 3.594481 0.0 0.0 0.0
C -0.260569 -0.532515 3.196301 0.1 0.0 0.0
N 0.153575 -0.214968 1.976340 -0.1 0.0 0.1
C 1.504551 0.053260 2.045267 0.0 0.0 0.0
C 1.907216 -0.091320 3.335361 0.0 0.0 0.1
N 0.789888 -0.472447 4.030730 0.0 0.0 0.0
C 3.172220 0.112837 4.103957 0.1 -0.1 0.0
O 4.209754 0.567041 3.439664 0.0 0.0 0.1
O 3.170391 -0.156693 5.275906 0.0 0.1 0.0
C 2.214712 0.547496 0.838917 -0.1 -0.1 -0.1
O 3.354426 1.076756 0.989268 0.0 0.0 0.0
O 1.588293 0.506774 -0.236019 0.2 0.1 0.0
H -2.308948 -0.808947 2.741018 0.0 0.0 0.0
H -2.002219 -0.265942 4.398690 0.0 0.0 0.0
H -1.678408 -1.938203 3.949604 0.0 0.0 0.0
H 0.814298 -0.660076 5.025669 0.0 0.0 0.0
H 3.983251 0.766752 2.494541 0.0 0.1 0.0
N -0.878208 4.920569 2.088126 0.0 0.0 0.0
C -0.764175 4.654593 0.609765 0.1 0.1 0.1
P 0.150768 3.033329 0.515226 -0.1 0.1 0.0
O 0.956109 3.076205 1.771593 0.0 0.0 0.0
O -0.940714 2.010046 0.267328 0.2 0.0 0.0
C 1.308050 3.201519 -0.912280 0.1 0.0 0.0
N 2.731378 3.202830 -0.443816 0.0 0.1 -0.1
H -0.030232 4.482495 2.511424 0.0 -0.1 0.0
H -1.692444 4.456514 2.491274 0.0 0.0 0.0
H -0.935346 5.912780 2.314984 0.0 0.0 0.0
H -0.168230 5.461467 0.186497 0.0 0.0 0.0
H -1.752525 4.657065 0.159708 0.0 0.0 0.0
H 1.126693 4.127807 -1.459403 0.0 0.0 0.0
H 1.181172 2.351807 -1.575664 0.0 0.0 0.0
H 2.897613 3.936259 0.244735 0.0 0.0 0.0
H 3.363771 3.353628 -1.229847 0.0 0.0 0.0
H 3.039326 2.284405 0.041579 0.0 -0.1 0.0
```
Positions in Å, forces in eV/Å.

Summary:
* net charge: +2
* DFT total energy: -53025.105 eV
* E_HOMO: -14.506 eV
* multiplicity: 1

Atomic partial charges in e from the Mulliken method, atoms 1 to 6: 1.0482, -1.0132, -0.5282, -0.7792, 0.5401, 0.1427